(1)
This record from the Open Molecules 2025 dataset describes a molecular structure, C6H3F12NO12S4Zn2. The level of theory is wB97M-V/def2-TZVPD.

The lowest unoccupied orbital energy comes out at -3.83 eV. Its HOMO energy is -9.9 eV. The orbital gap comes out at 0.224 Ha.

Geometry as ORCA input:
```
! wB97M-V def2-TZVPD RIJCOSX def2/J DEFGRID3
* xyz 0 1
Zn -1.11 -1.04 0.59
Zn 2.44 0.67 2.66
C -4.19 0.79 -1.70
F -3.65 1.77 -0.95
F -5.12 0.19 -0.96
F -4.76 1.31 -2.77
S -2.91 -0.42 -2.18
O -3.62 -1.63 -2.44
O -2.23 0.18 -3.28
O -2.06 -0.50 -0.96
C -1.23 3.30 2.26
F -2.54 3.49 2.37
F -0.81 3.64 1.05
F -0.60 4.04 3.18
S -0.85 1.55 2.60
O -1.29 1.28 3.92
O -1.50 0.81 1.54
O 0.62 1.47 2.43
C 1.16 -3.61 3.30
F 0.16 -4.36 3.77
F 2.19 -3.67 4.11
F 1.48 -4.03 2.10
S 0.54 -1.89 3.25
O -0.55 -1.90 2.28
O 0.15 -1.56 4.57
O 1.69 -1.12 2.74
C 1.63 1.76 -1.29
F 1.43 2.73 -0.40
F 0.63 1.64 -2.13
F 2.75 2.04 -1.96
S 1.90 0.15 -0.43
O 2.71 0.43 0.77
O 0.59 -0.28 0.02
O 2.52 -0.70 -1.38
C 2.90 -1.09 -4.51
C 1.46 -1.08 -4.29
N 0.32 -1.05 -4.12
H 3.14 -0.27 -5.18
H 3.18 -2.01 -5.04
H 3.42 -1.05 -3.56
*
```

(2)
This record from the Open Molecules 2025 dataset describes a molecular structure, C32H59F16O10P3Pt. The level of theory is wB97M-V/def2-TZVPD.

The expectation value of S² is 2.006. The lowest unoccupied orbital energy (spin up / spin down) comes out at 0.06 / -0.69 eV. Its HOMO energy (spin up / spin down) is -8.2 / -9.2 eV. The orbital gap (spin up / spin down) comes out at 0.305 / 0.313 Ha. The relative energy (zero: lowest compared OMol25 entry of this formula, charge and spin) is 0.0 kcal per mole.

Geometry as ORCA input:
```
! wB97M-V def2-TZVPD RIJCOSX def2/J DEFGRID3
* xyz 0 3
C 4.35 -1.15 -4.61
C 3.55 -0.75 -3.34
C 2.95 0.65 -3.40
C 2.21 0.87 -2.06
P 1.35 2.44 -1.67
C 2.36 3.72 -2.47
C 3.80 3.81 -1.98
C 4.78 4.40 -3.00
C 4.36 5.83 -3.40
C 1.46 2.82 0.13
C 0.88 4.19 0.43
C 1.15 4.57 1.89
C 2.63 4.96 2.17
C -0.31 2.57 -2.31
C -0.52 2.33 -3.82
C -1.93 2.87 -4.23
C -2.28 2.46 -5.67
H 4.72 -2.16 -4.45
H 5.14 -0.42 -4.79
H 3.80 -1.04 -5.55
H 4.33 -0.83 -2.57
H 2.92 -1.57 -2.98
H 2.27 0.77 -4.24
H 3.77 1.36 -3.46
H 2.83 0.59 -1.20
H 1.48 0.05 -1.98
H 1.71 4.59 -2.47
H 2.32 3.28 -3.48
H 4.23 2.93 -1.48
H 3.94 4.50 -1.14
H 4.94 3.74 -3.84
H 5.75 4.51 -2.50
H 5.11 6.49 -3.81
H 3.87 6.38 -2.58
H 3.50 5.64 -4.06
H 2.53 2.72 0.32
H 0.92 2.01 0.62
H -0.21 4.16 0.36
H 1.27 4.98 -0.22
H 0.72 3.88 2.61
H 0.63 5.52 2.07
H 2.98 5.77 1.54
H 3.30 4.10 2.10
H 2.59 5.23 3.23
H -0.72 3.54 -2.02
H -0.81 1.81 -1.71
H -0.69 1.26 -3.93
H 0.24 2.76 -4.46
H -1.82 3.95 -4.20
H -2.79 2.55 -3.65
H -3.01 3.19 -6.02
H -2.64 1.43 -5.71
H -1.39 2.48 -6.30
Pt -3.20 0.06 1.19
P -0.87 -0.05 0.64
O -1.34 -0.55 2.07
O -1.59 1.33 0.51
O -1.93 -0.93 -0.12
O 0.59 -0.16 0.24
C -5.37 -3.51 -1.00
C -4.50 -3.56 0.21
O -5.27 -3.67 1.45
P -4.84 -2.72 2.69
O -4.30 -1.39 2.38
O -6.20 -2.71 3.50
C -6.59 -3.62 4.53
C -6.04 -3.17 5.85
O -3.90 -3.61 3.58
C -2.47 -3.70 3.46
C -1.92 -4.67 4.49
H -4.79 -3.75 -1.90
H -6.14 -4.27 -1.17
H -5.72 -2.50 -1.19
H -3.80 -4.39 0.28
H -3.82 -2.70 0.28
H -7.67 -3.65 4.65
H -6.31 -4.65 4.28
H -6.27 -2.11 6.00
H -6.39 -3.77 6.69
H -4.94 -3.14 5.82
H -2.27 -4.08 2.45
H -2.04 -2.70 3.54
H -0.92 -4.96 4.17
H -1.83 -4.29 5.51
H -2.58 -5.54 4.50
C 1.46 -0.02 3.67
C 0.77 -0.39 4.96
C -0.72 -0.05 4.93
F -1.33 -0.41 6.10
F -0.89 1.24 4.58
F 1.00 -1.71 5.28
F 1.42 0.28 5.98
O 2.88 -0.04 3.81
C 3.58 0.47 2.75
C 3.42 -0.37 1.50
F 4.09 0.20 0.45
F 3.97 -1.59 1.66
F 3.20 1.76 2.55
F 4.88 0.55 3.07
H 1.19 1.03 3.53
H 1.12 -0.64 2.84
H -1.26 -0.67 4.21
H 2.37 -0.49 1.19
C 0.24 -3.03 -1.26
C 0.18 -4.06 -0.12
C 0.85 -3.50 1.15
F 0.72 -4.37 2.18
F 2.18 -3.25 0.90
F -1.06 -4.51 0.18
F 0.89 -5.20 -0.48
O -0.16 -3.51 -2.54
C -1.33 -2.92 -3.02
C -1.10 -1.41 -3.20
F 0.12 -1.21 -3.80
F -2.06 -0.83 -3.96
F -1.60 -3.55 -4.18
F -2.42 -3.17 -2.23
H 1.20 -2.52 -1.26
H -0.52 -2.35 -0.87
H 0.50 -2.51 1.45
H -1.03 -0.90 -2.24
*
```

(3)
This record from the Open Molecules 2025 dataset describes a single C4H6NP molecule. The level of theory is wB97M-V/def2-TZVPD.

The lowest unoccupied orbital energy (spin up / spin down) comes out at 0.04 / 0.04 eV. Its HOMO energy (spin up / spin down) is -7.9 / -7.9 eV. The orbital gap (spin up / spin down) comes out at 0.291 / 0.291 Ha. The relative energy (zero: lowest compared OMol25 entry of this formula, charge and spin) is 84.5 kcal per mole.

Geometry as ORCA input:
```
! wB97M-V def2-TZVPD RIJCOSX def2/J DEFGRID3
* xyz 0 1
C -1.73 -1.02 0.72
C -0.83 -0.83 -0.20
C 0.60 -0.74 -0.56
C 1.03 0.66 0.11
N -0.04 1.59 0.30
P -2.11 0.46 -0.27
H -1.79 -1.65 1.57
H 1.14 -1.64 -0.17
H 0.58 -0.81 -1.61
H 1.35 0.56 1.14
H 1.90 1.25 -0.48
H -0.09 2.17 -0.55
*
```

(4)
This record from the Open Molecules 2025 dataset describes a molecular structure, C3H10N4. The level of theory is wB97M-V/def2-TZVPD.

The lowest unoccupied orbital energy (spin up / spin down) comes out at -0.46 / -0.45 eV. Its HOMO energy (spin up / spin down) is -8.2 / -8.2 eV. The orbital gap (spin up / spin down) comes out at 0.283 / 0.284 Ha. The relative energy (zero: lowest compared OMol25 entry of this formula, charge and spin) is 98.4 kcal per mole.

Geometry as ORCA input:
```
! wB97M-V def2-TZVPD RIJCOSX def2/J DEFGRID3
* xyz 0 1
C -1.83 0.33 0.17
C -0.22 -1.08 1.21
N -0.94 -0.81 0.07
H -2.76 -0.04 0.61
H -2.07 0.70 -0.83
H -1.42 1.16 0.77
H -0.09 -2.15 1.37
H -0.54 -0.55 2.11
C 1.44 0.66 -0.53
N 2.18 -0.20 0.22
N 0.46 -0.06 -1.32
N 1.26 1.90 -0.23
H 2.28 -1.10 -0.22
H 1.06 -0.65 1.05
H 0.77 -0.94 -1.71
H -0.11 0.48 -1.96
H 0.53 2.34 -0.78
*
```

(5)
This record from the Open Molecules 2025 dataset describes a molecular structure, C3H6BrHfO. The level of theory is wB97M-V/def2-TZVPD.

The expectation value of S² is 0.826. The lowest unoccupied orbital energy (spin up / spin down) comes out at -9.80 / -11.36 eV. Its HOMO energy (spin up / spin down) is -17.0 / -17.0 eV. The orbital gap (spin up / spin down) comes out at 0.263 / 0.206 Ha.

Geometry as ORCA input:
```
! wB97M-V def2-TZVPD RIJCOSX def2/J DEFGRID3
* xyz 2 2
Hf 2.90 4.11 -2.58
Br 1.57 2.72 -0.39
C 0.74 -1.01 0.60
C -0.60 -1.28 0.06
O -0.90 -2.33 -0.45
C -1.61 -0.08 0.09
H 0.76 -0.79 1.66
H 1.24 -0.18 0.10
H 1.47 -1.81 0.50
H -2.40 -0.12 -0.66
H -1.05 0.85 0.01
H -2.11 -0.10 1.07
*
```

For reference, electronic energy by record: -7537.94600; -4748.47613; -551.95576; -339.17108; -2814.30513 a.u..